# 1
The following is a quantum chemistry calculation of a 3-piece molecular cluster, C17H28BN4O5 overall, from the Open Molecules 2025 dataset.

E_tot   -34938.433 eV
M   379.2 g mol⁻¹
Energy above the lowest of the compared OMol25 structures with the same formula, charge and spin   110.8 kcal/mol
LUMO level   -3.6 eV
E_HOMO   -11.28 eV

ORCA input file:
```
! wB97M-V def2-TZVPD RIJCOSX def2/J DEFGRID3
* xyz 1 1
C 2.2426 -0.4918 1.6263
C 2.6016 0.4948 0.6585
C 2.7053 1.8309 -0.3421
C 1.2309 2.2764 -0.9463
N 0.1487 2.7419 0.0092
C -0.6601 1.4881 0.3232
B -2.1913 1.6340 0.9070
O -2.4144 1.2072 2.3335
O -3.3658 2.1365 0.1191
C -0.8347 0.5450 -1.0429
C -0.5412 -1.0064 -0.5816
C -1.2732 -2.0627 -1.6460
C -1.7233 -3.1618 -2.4381
C 0.4663 1.1358 -1.8783
O 0.1759 1.6102 -3.2403
C 0.3255 0.4292 -4.1330
N 0.2830 -0.7322 -4.7303
H 1.6723 -1.4259 2.1036
H 3.1614 2.7000 0.2957
H 3.3992 1.5409 -1.2511
H 1.4977 3.2335 -1.5645
H -0.4407 3.3879 -0.5684
H 0.5051 3.2518 0.8664
H -0.0777 1.0200 1.2346
H -2.6893 0.2439 2.2446
H -3.8980 1.3303 -0.1752
H -1.7871 0.7984 -1.6744
H -0.9664 -1.2645 0.4864
H 0.6386 -1.1827 -0.5917
H -1.9738 -4.2530 -2.8340
H 1.3345 0.3690 -2.0622
C 4.3028 -0.5688 -4.8304
C 4.5085 -1.2505 -3.5054
O 4.1503 -0.7439 -2.4427
N 5.1157 -2.4724 -3.5103
C 5.5979 -3.2130 -4.6523
H 3.8098 0.3938 -4.6811
H 5.2692 -0.3929 -5.3114
H 3.6688 -1.1876 -5.4718
H 5.2255 -2.8798 -2.5884
H 5.0777 -4.1730 -4.6809
H 6.6690 -3.3829 -4.5213
H 5.4289 -2.6832 -5.5904
C -5.8451 -0.4709 6.5905
C -5.0832 -0.6407 5.3046
O -5.3294 -1.5468 4.5092
N -4.0897 0.2548 5.0351
C -3.6654 1.3719 5.8459
H -6.6052 -1.2496 6.6783
H -5.1621 -0.5550 7.4406
H -6.3432 0.5029 6.6010
H -3.6141 0.0877 4.1555
H -3.7848 2.2848 5.2582
H -2.6105 1.2330 6.0929
H -4.2432 1.4576 6.7668
*
```

# 2
The following is a quantum chemistry calculation of an isolated ion of composition C6H11N and charge +1, from the Open Molecules 2025 dataset.

E_tot   -7875.370 eV
M   97.2 g mol⁻¹
⟨S²⟩   0.76
Energy above the lowest of the compared OMol25 structures with the same formula, charge and spin   159.5 kcal/mol
LUMO level (alpha / beta)   -7.7 / -7.6 eV
E_HOMO (alpha / beta)   -14.76 / -14.63 eV

ORCA input file:
```
! wB97M-V def2-TZVPD RIJCOSX def2/J DEFGRID3
* xyz 1 2
C 1.4030 1.3028 1.0512
N 0.3199 1.2323 0.0879
C -0.3961 -0.0061 0.3445
C 0.0222 -1.6660 0.2346
C -0.5233 -0.9624 -0.9311
C 0.3708 -0.6836 -2.1019
C -1.6416 0.3015 1.1260
H 1.9322 0.2589 1.1821
H 2.2014 2.0405 0.7173
H 1.2702 1.7258 2.0590
H -0.1988 -1.1158 -2.9805
H 1.0411 -1.8587 0.5352
H -1.6461 -0.9821 -1.0948
H 1.3312 -1.1848 -1.9074
H 0.7346 0.3782 -2.2821
H -2.6367 -0.2042 0.6993
H -1.9406 1.4304 1.0250
H -1.6434 -0.0067 2.2357
*
```

# 3
The following is a quantum chemistry calculation of C14H24ClNO2PS2Zn as an isolated structure, from the Open Molecules 2025 dataset.

E_tot   -112391.101 eV
M   434.3 g mol⁻¹
⟨S²⟩   0.75
LUMO level (alpha / beta)   4.5 / 4.5 eV
E_HOMO (alpha / beta)   2.79 / -0.86 eV

ORCA input file:
```
! wB97M-V def2-TZVPD RIJCOSX def2/J DEFGRID3
* xyz -2 2
Zn 1.3887 0.1127 -0.8982
C -4.5635 0.0343 2.3746
C -3.6464 -0.8647 1.5511
O -2.5211 -0.1473 0.7784
P -1.8167 -0.1371 -0.7216
S -0.5043 -1.6939 -0.9961
S -0.6620 1.4713 -0.9716
O -3.2631 -0.3665 -1.5875
C -4.1690 0.7650 -1.8143
C -5.4612 0.3881 -2.5518
H -5.3680 -0.5834 2.7679
H -5.0519 0.8390 1.8034
H -4.0651 0.4929 3.2310
H -4.2317 -1.4368 0.8378
H -3.0651 -1.5225 2.2096
H -3.6596 1.4991 -2.4466
H -4.3677 1.2190 -0.8419
H -5.2737 -0.0007 -3.5300
H -6.0659 1.2857 -2.6630
H -6.0810 -0.3401 -1.9960
C 0.8979 -1.3479 1.9053
N 1.4436 -0.0331 1.5165
C 0.5646 0.9373 2.2134
C 2.9308 0.1490 1.8123
C 3.8898 0.1780 0.6061
C 5.2758 -0.0344 0.8050
C 6.2190 -0.0294 -0.2581
C 5.6991 0.2299 -1.5196
C 4.3457 0.4597 -1.7099
C 3.4368 0.3400 -0.6700
H 1.1199 -1.5840 2.9460
H 1.2832 -2.1233 1.2416
H -0.1892 -1.3022 1.7796
H 0.4958 0.7060 3.2927
H -0.4152 0.9390 1.7137
H 0.9924 1.9232 2.1506
H 3.2587 -0.6890 2.4539
H 3.0419 1.0639 2.4178
H 5.6348 -0.1500 1.8210
H 7.2619 -0.2035 0.0088
H 6.3643 0.2782 -2.3916
H 3.9932 0.6663 -2.7244
Cl 2.1754 -1.3265 -4.0144
C 1.1958 -0.2425 -3.1434
H 0.1470 -0.5843 -3.2455
H 1.3849 0.7657 -3.5429
*
```

# 4
The following is a quantum chemistry calculation of one molecule with the formula C4H12N2, from the Open Molecules 2025 dataset.

E_tot   -7322.061 eV
M   88.2 g mol⁻¹
Energy above the lowest of the compared OMol25 structures with the same formula, charge and spin   22.3 kcal/mol
LUMO level   1.2 eV
E_HOMO   -8.84 eV

ORCA input file:
```
! wB97M-V def2-TZVPD RIJCOSX def2/J DEFGRID3
* xyz 0 1
N 0.9182 0.0490 -1.5311
C -0.2772 0.8778 -1.3143
C -0.6901 1.0833 0.1420
C 0.2887 0.4775 1.1979
C 0.1371 -1.0735 1.2201
N -0.6764 -1.6543 0.1536
H 1.3193 0.1764 -2.4465
H 1.6258 0.1631 -0.8245
H -0.0869 1.8471 -1.7512
H -1.0710 0.4609 -1.9194
H -0.5943 2.1462 0.3977
H -1.7304 0.8289 0.3283
H 1.2103 0.9501 0.8700
H 0.0347 0.8498 2.1856
H -0.3597 -1.2518 2.1752
H 1.1201 -1.5496 1.2514
H -0.0727 -1.8722 -0.6305
H -1.0954 -2.5086 0.4957
*
```

Q: Among the records above, which one has the highest M?
A: C14H24ClNO2PS2Zn

Repeat the third record exactly.
The following is a quantum chemistry calculation of C14H24ClNO2PS2Zn as an isolated structure, from the Open Molecules 2025 dataset.

E_tot   -112391.101 eV
M   434.3 g mol⁻¹
⟨S²⟩   0.75
LUMO level (alpha / beta)   4.5 / 4.5 eV
E_HOMO (alpha / beta)   2.79 / -0.86 eV

ORCA input file:
```
! wB97M-V def2-TZVPD RIJCOSX def2/J DEFGRID3
* xyz -2 2
Zn 1.3887 0.1127 -0.8982
C -4.5635 0.0343 2.3746
C -3.6464 -0.8647 1.5511
O -2.5211 -0.1473 0.7784
P -1.8167 -0.1371 -0.7216
S -0.5043 -1.6939 -0.9961
S -0.6620 1.4713 -0.9716
O -3.2631 -0.3665 -1.5875
C -4.1690 0.7650 -1.8143
C -5.4612 0.3881 -2.5518
H -5.3680 -0.5834 2.7679
H -5.0519 0.8390 1.8034
H -4.0651 0.4929 3.2310
H -4.2317 -1.4368 0.8378
H -3.0651 -1.5225 2.2096
H -3.6596 1.4991 -2.4466
H -4.3677 1.2190 -0.8419
H -5.2737 -0.0007 -3.5300
H -6.0659 1.2857 -2.6630
H -6.0810 -0.3401 -1.9960
C 0.8979 -1.3479 1.9053
N 1.4436 -0.0331 1.5165
C 0.5646 0.9373 2.2134
C 2.9308 0.1490 1.8123
C 3.8898 0.1780 0.6061
C 5.2758 -0.0344 0.8050
C 6.2190 -0.0294 -0.2581
C 5.6991 0.2299 -1.5196
C 4.3457 0.4597 -1.7099
C 3.4368 0.3400 -0.6700
H 1.1199 -1.5840 2.9460
H 1.2832 -2.1233 1.2416
H -0.1892 -1.3022 1.7796
H 0.4958 0.7060 3.2927
H -0.4152 0.9390 1.7137
H 0.9924 1.9232 2.1506
H 3.2587 -0.6890 2.4539
H 3.0419 1.0639 2.4178
H 5.6348 -0.1500 1.8210
H 7.2619 -0.2035 0.0088
H 6.3643 0.2782 -2.3916
H 3.9932 0.6663 -2.7244
Cl 2.1754 -1.3265 -4.0144
C 1.1958 -0.2425 -3.1434
H 0.1470 -0.5843 -3.2455
H 1.3849 0.7657 -3.5429
*
```

Q: What is the E_tot in the fourth record?
A: -7322.061 eV

Q: Among the records above, which one has the highest E_tot?
A: C4H12N2